[1]
The molecule C2H4N2S2, computed with wB97M-V/def2-TZVPD.

CARTESIAN COORDINATES (ANGSTROEM)
H  -2.12598  1.61836  0.09122
H  0.92596  -1.75048  -0.04122
H  3.74378  0.33504  0.27809
N  1.83354  0.20335  -0.07386
S  -1.81104  -1.23274  0.01766
C  -0.58648  -0.12404  -0.03992
S  -0.77948  1.64133  0.01224
N  3.06156  -0.33566  -0.00843
C  0.81475  -0.63004  -0.05524
H  3.26922  -1.28973  0.34060

Cartesian forces (eV/Å) of the 2 atoms listed first:
H 0.2 -0.2 0.0
H 0.0 1.2 0.1

* net charge: 0
* HOMO-LUMO gap: 0.295 Eh
* HOMO energy: -0.3209 hartree
* SMILES: N/N=C/C(=S)S
* LUMO level: -0.71 eV

[2]
C3H5FeO3 as an isolated structure, computed with wB97M-V/def2-TZVPD.

CARTESIAN COORDINATES (ANGSTROEM)
Fe  3.22692  0.83275  0.53095
H  -3.23249  1.88967  0.64322
O  -2.66009  1.35209  0.08547
H  1.41965  -1.93629  -0.64990
H  0.64200  -0.14242  1.10188
C  -2.13060  0.38606  0.83824
C  0.90435  -0.96713  -0.54795
C  -0.43963  -1.21308  0.05637
H  0.89412  -0.34897  -1.46402
O  1.57979  -0.20306  0.48401
H  -0.77567  -2.10680  -0.50412
O  -1.71304  -0.50163  0.01108

Cartesian forces (eV/Å) of the 2 atoms listed first:
Fe 0.4 0.3 0.0
H 0.3 0.1 0.2

* net charge: -1
* HOMO-LUMO gap (spin up / spin down): 0.212 / 0.221 Eh
* HOMO energy (spin up / spin down): -0.0840 / -0.0933 hartree
* expectation value of S²: 6.0266
* 2S+1: 5
* LUMO level (spin up / spin down): 3.48 / 3.48 eV

| no. | DFT total energy (eV) |
| --- | --- |
| 1 | -26787.9043 |
| 2 | -43715.0069 |